No. 1
Computed, not measured: C2H6CdO2 as an isolated structure at a distorted geometry, with wB97M-V/def2-TZVPD.

```
11
Properties=species:S:1:pos:R:3:forces:R:3
O -1.863 -0.506 -1.696 -1.88 -3.00 -0.57
O 0.563 1.003 -0.586 2.56 0.81 0.38
H 1.301 1.329 -1.118 0.16 -0.02 0.07
Cd -1.317 1.196 -1.242 -1.22 2.54 -0.19
H -1.420 -1.186 -2.202 0.22 0.15 -0.24
C 0.942 -0.108 0.181 0.54 -0.31 0.84
C 0.119 -0.313 1.392 -0.43 -0.08 -0.12
H 2.011 -0.313 0.140 -0.35 0.05 -0.08
H -0.200 0.640 1.854 0.40 -0.16 -0.04
H -0.822 -0.838 1.155 0.27 -0.13 0.08
H 0.686 -0.902 2.122 -0.28 0.14 -0.14
```
Forces are in eV/Å.

Calculated values
* F_max: 3.59 eV Å⁻¹
* E: -10819.3607 eV
* frontier orbital gap (spin up / spin down): 6.14 / 8.37 eV
* HOMO level (spin up / spin down): -12.7 / -14.9 eV
* spin multiplicity: 2
* charge: +1


No. 2
Computed, not measured: C32H27BClF4GeN3O2W as an isolated structure, with wB97M-V/def2-TZVPD.

```
72
Properties=species:S:1:pos:R:3:forces:R:3
W 0.099 -1.062 0.019 0.18 -0.61 -0.16
O -1.254 -4.666 -4.017 -0.02 -0.04 -0.03
C -0.994 -3.487 -4.586 0.07 0.07 0.00
C -1.043 -3.431 -5.978 -0.01 0.04 -0.08
C -0.783 -2.249 -6.635 -0.03 -0.08 0.07
C -0.461 -1.084 -5.929 0.02 0.08 -0.03
C -0.401 -1.120 -4.561 0.02 0.07 -0.05
C -0.663 -2.316 -3.865 -0.12 -0.15 0.01
C -0.577 -2.323 -2.436 0.01 -0.10 -0.04
O -0.196 -1.184 -1.838 0.08 0.11 -0.32
N -0.818 -3.381 -1.702 -0.06 -0.11 0.03
N -0.617 -3.094 -0.389 0.01 0.59 -0.09
C -0.740 -3.954 0.541 -0.15 -0.18 0.09
C -0.531 -3.418 1.875 -0.12 0.18 0.14
C -0.659 -4.175 3.024 0.04 -0.12 0.00
C -0.442 -3.579 4.256 0.01 0.07 0.01
C -0.100 -2.237 4.301 -0.02 -0.11 0.07
C 0.001 -1.531 3.119 0.05 0.19 -0.06
N -0.225 -2.096 1.926 -0.07 0.01 0.18
H -1.179 -4.596 -3.050 -0.01 0.02 0.06
H -1.291 -4.336 -6.515 0.00 0.01 0.00
H -0.827 -2.223 -7.716 0.00 -0.01 0.00
H -0.258 -0.164 -6.459 0.00 0.00 0.01
H -0.147 -0.232 -3.998 0.00 -0.01 0.00
H -1.011 -4.989 0.363 0.04 0.01 -0.05
H -0.917 -5.222 2.947 0.00 0.01 -0.02
H -0.535 -4.156 5.166 0.00 0.00 -0.01
H 0.089 -1.734 5.238 0.00 0.01 -0.01
H 0.284 -0.486 3.115 0.00 -0.01 0.00
C 3.610 2.337 3.972 -0.02 0.02 0.01
C 2.574 3.242 3.778 0.02 0.00 0.00
C 1.571 2.966 2.861 -0.01 -0.01 0.03
C 1.592 1.784 2.118 -0.15 -0.05 -0.01
C 2.636 0.883 2.325 0.02 0.09 0.01
C 3.640 1.156 3.246 0.00 -0.04 -0.03
Ge 0.147 1.489 0.823 -0.01 -0.11 0.21
C 0.650 2.237 -0.919 0.03 -0.02 0.05
C -0.260 2.427 -1.959 -0.05 -0.05 0.00
C 0.155 2.966 -3.169 0.00 0.00 0.00
C 1.486 3.311 -3.358 0.01 -0.01 0.02
C 2.402 3.121 -2.332 -0.02 0.01 -0.03
C 1.987 2.584 -1.123 0.03 0.02 0.05
C -1.465 2.291 1.568 0.11 0.04 -0.09
C -1.965 1.868 2.799 0.00 0.01 0.02
C -3.092 2.458 3.352 0.00 -0.01 0.02
C -3.728 3.495 2.682 0.02 0.00 -0.02
C -3.229 3.939 1.466 0.00 0.00 0.00
C -2.105 3.341 0.913 -0.03 -0.01 0.01
H 4.393 2.554 4.687 0.00 0.00 0.00
H 2.549 4.166 4.341 0.00 0.00 0.00
H 0.763 3.677 2.727 0.00 0.00 0.00
H 2.689 -0.037 1.758 0.03 -0.04 -0.01
H 4.448 0.449 3.386 0.00 0.01 0.01
H -1.299 2.154 -1.830 0.02 0.01 -0.01
H -0.566 3.120 -3.963 0.00 0.00 0.00
H 1.808 3.731 -4.302 0.00 0.00 0.00
H 3.440 3.391 -2.472 0.00 0.00 0.00
H 2.712 2.441 -0.329 0.00 0.00 -0.01
H -1.465 1.078 3.354 0.00 0.01 0.00
H -3.468 2.118 4.309 0.00 0.01 -0.01
H -4.605 3.959 3.112 0.00 0.00 0.00
H -3.714 4.756 0.947 0.00 0.00 0.00
H -1.725 3.700 -0.036 -0.01 0.01 0.02
F 4.032 -1.460 -0.218 0.02 -0.04 0.00
B 2.768 -1.681 -0.545 -0.06 0.38 -0.01
F 2.451 -2.563 -1.516 0.07 -0.02 0.05
F 2.027 -0.395 -0.811 0.04 -0.16 -0.02
F 1.942 -2.043 0.677 0.03 0.10 -0.13
Cl -2.822 0.245 -0.795 0.06 -0.01 -0.12
C -2.015 -0.754 0.432 -0.17 -0.09 0.31
H -2.554 -1.702 0.440 0.05 -0.03 -0.04
H -2.198 -0.272 1.389 0.04 0.05 -0.01
```
Forces are in eV/Å.

Calculated values
* F_max: 0.66 eV Å⁻¹
* E: -124597.1899 eV
* frontier orbital gap (spin up / spin down): 6.19 / 6.06 eV
* HOMO level (spin up / spin down): -11.2 / -11.1 eV
* spin multiplicity: 2
* charge: +1


No. 3
Computed, not measured: one molecule with the formula C5H9N, with wB97M-V/def2-TZVPD.

```
15
Properties=species:S:1:pos:R:3:forces:R:3
C -2.631 0.612 -0.003 -0.25 0.33 0.00
C 2.219 0.369 -0.006 0.06 -0.10 0.00
C 0.927 -0.400 0.002 0.60 -0.66 0.00
C -0.311 0.370 0.003 -0.70 0.36 0.00
C 0.900 -1.733 0.008 -0.04 0.30 0.00
N -1.447 -0.179 -0.004 0.47 -0.37 0.00
H -0.197 1.467 0.010 -0.12 -0.06 0.00
H -3.224 0.339 0.871 -0.09 0.08 -0.04
H -2.442 1.696 0.008 -0.04 -0.05 0.00
H -3.215 0.356 -0.889 -0.10 0.08 0.04
H 2.808 0.111 -0.884 0.07 0.07 -0.03
H 2.811 0.124 0.875 0.07 0.07 0.03
H 2.041 1.442 -0.013 0.05 0.09 0.00
H -0.039 -2.256 0.013 -0.21 -0.10 0.00
H 1.803 -2.319 0.008 0.22 -0.06 0.00
```
Forces are in eV/Å.

Calculated values
* F_max: 0.89 eV Å⁻¹
* E: -6819.8022 eV
* SMILES: C=C(C)/C=N/C
* frontier orbital gap: 9.75 eV
* HOMO level: -9.0 eV
* charge: 0